# 1
{"formula": "C32H35B2IrN16Si", "method": "ωB97M-V with the def2-TZVPD basis set", "symbols": ["Ir", "C", "C", "N", "N", "C", "B", "N", "C", "C", "C", "N", "N", "C", "C", "C", "N", "N", "C", "C", "C", "N", "H", "H", "H", "H", "H", "H", "H", "H", "H", "H", "H", "H", "C", "C", "N", "N", "C", "B", "N", "C", "C", "C", "N", "N", "C", "C", "C", "N", "N", "C", "C", "C", "N", "H", "H", "H", "H", "H", "H", "H", "H", "H", "H", "H", "H", "C", "Si", "C", "C", "C", "C", "C", "C", "C", "H", "H", "H", "H", "H", "H", "H", "H", "H", "H", "H"], "coordinates": [[0.129451, -0.970297, 0.577130], [1.236582, -4.971625, -0.280742], [1.520123, -3.711848, 0.242345], [0.558199, -2.856157, -0.093171], [-0.353649, -3.532962, -0.841846], [0.044669, -4.820707, -0.949801], [-1.619736, -2.829712, -1.316704], [-0.969834, -1.340707, -2.018438], [-1.027457, -1.049758, -3.389158], [-0.313334, 0.056656, -3.603938], [0.221770, 0.520992, -2.300308], [-0.319363, -0.490614, -1.356084], [-2.442831, -2.300709, -0.158820], [-3.716631, -2.537321, 0.229735], [-3.908384, -1.972206, 1.469414], [-2.686415, -1.391413, 1.798486], [-1.808976, -1.593976, 0.819499], [-2.331982, -3.472265, -2.415273], [-1.848512, -4.244842, -3.449320], [-2.853642, -4.399968, -4.352880], [-3.940535, -3.672959, -3.809438], [-3.629349, -3.110784, -2.664211], [1.815658, -5.872177, -0.174646], [2.347055, -3.388389, 0.854358], [-0.558198, -5.544556, -1.471550], [-1.566959, -1.707644, -4.052868], [-0.117068, 0.517604, -4.558448], [1.302124, 0.284063, -2.284743], [-4.380794, -3.088042, -0.413059], [-4.807648, -1.989296, 2.059726], [-2.396588, -0.852012, 2.686650], [-0.834285, -4.607082, -3.467968], [-2.826661, -4.960115, -5.271591], [-4.932389, -3.550546, -4.215771], [4.206285, 0.023900, -0.112907], [3.046379, -0.638179, -0.497811], [2.086574, -0.418644, 0.408606], [2.607948, 0.350686, 1.381485], [3.887502, 0.631726, 1.089093], [1.782202, 0.720759, 2.665235], [1.257045, -0.607071, 3.281079], [1.215970, -1.047970, 4.547726], [0.531182, -2.248242, 4.586308], [0.145701, -2.481275, 3.273889], [0.582917, -1.487252, 2.494745], [0.504408, 1.495462, 2.202297], [-0.065946, 2.625345, 2.647375], [-1.324306, 2.731889, 2.084659], [-1.459584, 1.601494, 1.284226], [-0.350844, 0.859200, 1.372188], [2.645498, 1.512714, 3.575317], [3.655993, 1.088942, 4.395287], [4.417483, 2.174562, 4.716904], [3.814702, 3.246176, 4.024326], [2.771465, 2.850601, 3.322432], [5.154011, 0.039141, -0.622142], [2.872539, -1.283410, -1.346131], [4.484216, 1.232106, 1.757619], [1.673786, -0.485080, 5.343715], [0.343962, -2.864986, 5.447555], [-0.415454, -3.299657, 2.852126], [0.469227, 3.263489, 3.329449], [-2.048219, 3.505535, 2.271488], [-2.308013, 1.243526, 0.718040], [3.769237, 0.054628, 4.676010], [5.275575, 2.203218, 5.365473], [4.105781, 4.284745, 4.016377], [-1.839972, 4.433083, -0.856100], [-1.603248, 2.876754, -1.791865], [-3.045839, 2.069195, -2.599160], [0.115678, 2.029304, -1.954256], [-0.066294, 2.959721, -3.121934], [0.554054, 4.221551, -3.134664], [1.368593, 4.638633, -2.099791], [1.627948, 3.759857, -1.015440], [1.066739, 2.523293, -0.949298], [-0.912138, 4.836211, -0.457678], [-2.533767, 4.274178, -0.031585], [-2.294164, 5.159198, -1.535911], [-3.539299, 2.826136, -3.215746], [-3.777329, 1.726626, -1.863369], [-2.771501, 1.227557, -3.232800], [-0.526437, 2.597769, -4.032916], [0.387684, 4.866571, -3.989073], [1.837505, 5.612003, -2.137604], [2.309449, 4.066023, -0.231388], [1.322713, 1.869656, -0.128002]], "forces_ev_per_angstrom": [[-0.01, -0.18, 0.40], [0.01, -0.04, 0.00], [-0.03, 0.03, 0.06], [-0.05, -0.04, -0.07], [0.03, 0.03, -0.07], [-0.06, 0.02, 0.02], [0.14, 0.23, 0.07], [-0.04, -0.18, 0.15], [0.03, -0.02, 0.00], [-0.03, 0.09, -0.01], [0.07, 0.00, 0.02], [0.05, 0.11, -0.26], [-0.06, 0.02, 0.08], [0.07, -0.06, -0.07], [-0.04, -0.02, 0.02], [0.04, -0.01, 0.05], [-0.08, 0.03, -0.10], [-0.05, -0.30, -0.10], [-0.02, 0.11, 0.10], [-0.01, 0.00, -0.07], [-0.04, -0.01, -0.03], [0.10, 0.11, 0.01], [0.00, 0.00, -0.01], [0.01, 0.00, -0.01], [0.02, -0.01, 0.01], [0.00, -0.01, 0.01], [0.01, 0.00, -0.01], [0.00, -0.01, 0.00], [-0.01, 0.01, 0.01], [0.00, 0.00, 0.00], [-0.01, 0.01, -0.01], [-0.01, -0.02, -0.01], [-0.01, -0.01, 0.01], [0.00, 0.00, 0.00], [0.04, 0.00, 0.02], [-0.02, 0.02, 0.00], [-0.04, 0.02, -0.05], [-0.08, 0.04, 0.02], [-0.01, 0.01, -0.01], [0.08, -0.06, -0.07], [-0.05, -0.01, -0.05], [0.05, -0.03, 0.04], [0.01, 0.01, 0.01], [0.03, 0.00, -0.07], [0.01, 0.12, -0.10], [-0.04, -0.02, 0.04], [0.05, -0.06, 0.04], [-0.07, 0.02, -0.07], [0.03, -0.05, 0.13], [0.04, 0.12, -0.14], [0.02, 0.00, 0.06], [-0.03, 0.00, -0.04], [0.00, 0.02, 0.03], [0.01, 0.02, -0.04], [0.02, -0.03, 0.03], [0.00, -0.01, 0.01], [-0.02, 0.02, 0.00], [0.00, 0.00, -0.01], [-0.02, 0.00, 0.00], [-0.01, 0.00, -0.01], [-0.01, 0.00, 0.00], [-0.01, 0.01, -0.01], [0.00, 0.01, -0.01], [0.01, 0.01, -0.01], [0.00, 0.00, 0.01], [0.00, 0.00, 0.00], [0.00, 0.00, 0.00], [-0.01, -0.07, 0.09], [0.02, 0.21, -0.27], [0.00, -0.05, 0.12], [0.15, -0.26, 0.24], [-0.25, 0.04, -0.02], [0.12, 0.04, 0.02], [-0.03, -0.05, 0.00], [0.02, 0.08, -0.02], [0.00, -0.07, -0.07], [-0.02, 0.03, 0.02], [-0.05, 0.00, 0.01], [0.03, 0.02, 0.00], [-0.04, -0.03, -0.02], [0.00, 0.01, 0.00], [-0.03, 0.02, -0.02], [0.07, -0.01, -0.05], [0.00, 0.00, 0.00], [0.01, 0.00, 0.00], [0.00, 0.01, 0.00], [-0.01, 0.01, -0.03]], "spin_multiplicity": 2, "charge": 3, "orbital_gap_ev": [5.95, 5.80], "energy_ha": -2559.35199, "relative_energy_ev": 1.3449, "max_force_ev_per_a": 0.4}

***

# 2
{"formula": "C7H12BN", "method": "ωB97M-V with the def2-TZVPD basis set", "symbols": ["B", "C", "C", "C", "C", "C", "C", "C", "N", "H", "H", "H", "H", "H", "H", "H", "H", "H", "H", "H", "H"], "coordinates": [[0.481180, -1.374672, 0.420125], [1.698099, 1.399458, 1.664183], [-1.859690, -1.439156, -0.535580], [0.563149, 1.570469, 0.979856], [-0.066511, 0.560329, 0.222678], [-1.230321, 0.719644, -0.429159], [1.177773, -2.016407, -0.822662], [-2.032654, 1.990559, -0.590797], [-1.782217, -0.411066, -1.211767], [0.275488, -1.853946, 1.540368], [2.026988, 2.297962, 2.173704], [2.290330, 0.565890, 1.811484], [-2.196920, -2.438266, -0.975040], [-1.649206, -1.557972, 0.467472], [0.056081, 2.610667, 0.947722], [2.173119, -1.814539, -0.605058], [1.059538, -1.551558, -1.810011], [1.047687, -3.181229, -0.933830], [-3.092174, 1.923613, -0.372292], [-1.778897, 2.753199, 0.073938], [-1.911860, 2.347586, -1.602723]], "forces_ev_per_angstrom": [[-1.18, 3.32, -0.43], [-1.34, 3.08, 0.23], [-1.40, -3.95, -2.06], [0.14, 1.73, 0.31], [-0.53, -4.59, -0.10], [-0.43, -0.45, -0.86], [-2.23, -2.28, -0.50], [-0.15, -1.01, -0.65], [0.60, 2.97, 0.38], [0.43, 0.34, -0.95], [0.34, -0.13, 0.20], [0.76, -1.89, -0.14], [0.33, 1.42, 0.10], [0.56, 0.29, 2.58], [1.12, -1.69, 0.25], [2.45, 0.05, 0.61], [-0.50, -0.01, 0.41], [0.37, 2.21, 0.32], [-0.35, -0.82, -0.31], [1.12, 1.21, 1.00], [-0.12, 0.21, -0.37]], "orbital_gap_ev": 8.60, "energy_ha": -353.37574, "relative_energy_ev": 4.5113, "max_force_ev_per_a": 4.7}

***

# 3
{"formula": "F2O2S", "method": "ωB97M-V with the def2-TZVPD basis set", "symbols": ["O", "O", "F", "F", "S"], "coordinates": [[0.968418, 0.586220, 0.133900], [-0.486982, -1.387518, -0.381994], [1.763485, -0.540410, 0.046745], [-1.456283, 1.457942, -0.043104], [-0.788638, -0.116234, 0.244453]], "forces_ev_per_angstrom": [[-2.54, 0.30, 0.18], [-1.28, 1.93, -0.74], [0.29, -0.27, -0.06], [1.08, -1.50, -1.17], [2.45, -0.47, 1.79]], "orbital_gap_ev": 10.03, "energy_ha": -748.19338, "relative_energy_ev": 5.3481, "max_force_ev_per_a": 3.1}